1.
18
Properties=species:S:1:pos:R:3:lowdin_spin:R:1 method="wB97M-V/def2-TZVPD" max_force_ev_per_a=5.653 spin_multiplicity=3 total_energy_ev=-9806.38234 charge=+1 de_lowest_ev=1.306 orbital_gap_ev="6.13 / 7.60" lumo_ev="-2.99 / -6.46"
C -0.110 0.308 0.981 0.01
H -1.048 -1.440 0.437 0.01
N -3.001 -0.074 0.298 0.97
N 1.089 0.813 0.701 0.00
C 3.179 0.186 -0.513 0.00
H -0.895 0.800 1.521 0.00
C -3.633 0.323 -0.711 0.72
H 3.239 1.172 -0.972 0.00
H 3.486 -0.560 -1.241 0.00
H 1.416 1.731 0.973 0.00
H -3.087 0.398 -1.646 0.09
C 0.979 -1.168 -0.207 0.00
C 1.804 -0.089 -0.045 0.00
H -4.695 0.565 -0.755 0.12
H 3.880 0.164 0.322 0.00
H -3.567 -0.149 1.143 0.06
N -0.194 -0.890 0.432 0.02
H 1.158 -2.091 -0.717 0.00

2.
94
Properties=species:S:1:pos:R:3:mulliken_charge:R:1 method="wB97M-V/def2-TZVPD" max_force_ev_per_a=2.231 total_energy_ev=-203888.21133 charge=+1 de_lowest_ev=1.245 orbital_gap_ev=5.11 lumo_ev=-3.55
H -7.463 1.507 -5.534 0.38
H 3.040 -2.130 -5.074 0.34
C -1.752 -0.772 -1.486 0.41
H 5.335 1.043 2.139 0.53
N 2.509 -0.908 2.843 0.08
H -1.807 -4.389 -0.292 0.56
C 6.049 2.479 5.139 1.05
O 1.744 1.335 1.470 0.14
C -7.153 -0.219 -4.445 -0.65
H 0.358 3.171 -0.760 0.24
C 0.331 -3.334 0.593 0.36
H -7.227 3.147 -3.808 0.41
C -1.778 -3.362 -0.628 -0.50
N -2.798 -2.928 -1.400 0.51
H -1.170 0.649 6.028 0.42
H -7.328 -0.541 -3.420 0.42
H 6.467 -3.270 -3.134 0.36
H 0.435 4.700 0.161 0.45
C -3.766 -3.857 -1.945 -0.43
C -0.619 -0.028 4.055 -0.07
C 4.763 0.265 4.039 -0.46
H 3.199 3.381 3.189 0.10
H -4.838 2.640 -3.248 0.47
C -2.826 -1.610 -1.814 -0.21
O 4.837 -1.373 2.101 -0.61
F -2.742 2.255 -3.184 -0.39
H -4.767 -1.740 -2.719 0.94
C 5.992 2.309 3.754 -0.86
C -2.798 0.985 -2.726 0.08
O 4.117 -2.259 4.270 -0.75
H -5.982 -4.173 -1.881 0.28
H -0.950 1.198 -1.697 0.71
C 3.185 -1.367 -3.067 -0.34
C 5.182 -2.023 -1.937 -0.33
H -5.173 2.412 -4.961 0.31
N 0.336 -0.458 3.245 -0.13
H -7.069 1.825 -2.631 0.35
C -0.379 0.315 5.373 -0.96
C -5.093 -4.081 -1.272 -0.41
H -5.521 0.110 -5.795 0.26
O 1.410 -2.697 0.868 -0.46
C 2.323 3.837 2.727 -0.86
C 0.430 3.614 0.232 -1.08
H 4.288 -0.290 6.041 0.53
N 1.913 -0.237 5.020 -0.36
C 1.589 -0.529 3.756 0.45
C -5.373 2.017 -3.954 -0.66
C 4.771 0.446 5.420 -0.31
C -3.906 -1.108 -2.548 -0.75
H -5.252 -3.599 -0.315 0.23
H 5.408 1.699 7.037 0.29
C 5.357 1.204 3.212 -0.21
H 3.383 2.790 -1.018 0.36
H -1.614 0.047 3.627 0.42
N -7.626 1.206 -4.570 -0.12
H -3.583 -5.444 -0.376 0.31
C -5.662 -0.233 -4.758 -0.86
H 2.490 4.901 2.568 0.41
H 7.391 4.030 5.131 0.22
H 2.242 -0.838 -3.092 0.36
C -4.060 -5.171 -1.306 -1.00
O 0.109 -4.495 0.879 -0.75
Se 3.530 -0.219 -0.439 -0.35
C -0.628 -1.259 -0.699 1.52
C -6.865 2.133 -3.655 -0.79
H 3.676 4.339 -0.163 0.46
C 5.535 -2.717 -3.087 -0.41
N 6.692 3.576 5.692 -0.54
C 3.983 -1.327 -1.927 0.37
H -0.410 3.274 0.834 0.32
H -4.216 -6.007 -1.973 0.27
C 3.631 -2.088 -4.164 -0.42
S 4.092 -1.200 3.303 1.03
H -5.282 -1.248 -4.696 0.52
C 0.933 0.179 5.803 -0.12
H 5.819 -2.022 -1.062 0.46
C -1.773 0.541 -1.946 -0.58
As 2.016 2.912 1.073 0.38
H -8.627 1.271 -4.392 0.35
C 5.398 1.552 5.962 -0.82
H 4.403 2.814 0.422 0.24
O 0.342 -0.511 -0.527 -0.82
Rh 1.530 -0.753 1.074 0.62
H -3.771 -3.844 -3.028 0.60
C -3.905 0.184 -3.042 -0.59
C -0.718 -2.603 -0.243 -0.18
N 4.784 -2.756 -4.187 -0.60
H 6.919 3.517 6.668 0.23
H -7.726 -0.843 -5.127 0.41
H 1.461 3.682 3.371 0.34
H 1.223 0.440 6.818 0.43
H 6.476 3.034 3.107 0.35
N -4.966 0.633 -3.840 0.22
C 3.533 3.263 -0.052 -1.11

3.
128
Properties=species:S:1:pos:R:3:mulliken_charge:R:1 method="wB97M-V/def2-TZVPD" max_force_ev_per_a=4.157 total_energy_ev=-126843.07407 orbital_gap_ev=7.94 lumo_ev=-0.79 smiles="CC(=O)N(C)CCCCC1=C(c2ccccn2)C(=O)C(CN)=CC1=O.O=C1OC[C@@H](F)O1.O=C1OC[C@@H](F)O1.O=C1OC[C@@H](F)O1.O=C1OC[C@@H](F)O1.O=C1OC[C@@H](F)O1.O=C1OC[C@@H](F)O1.O=C1OC[C@@H](F)O1.O=C1OC[C@@H](F)O1"
H -2.654 -1.288 -4.036 0.34
O 7.197 -5.696 6.765 -0.52
H -10.320 0.631 -4.122 0.37
C 4.727 -2.326 7.383 0.45
O -0.891 3.525 -7.510 -0.32
C -4.215 1.803 -0.996 0.45
C -7.093 -6.559 -6.196 -0.44
C -0.605 2.885 -6.340 0.52
C 0.599 -0.074 -4.037 -0.89
H -3.514 -2.204 -2.124 0.49
H 5.951 1.612 -1.539 0.29
F 5.867 -7.625 10.522 -0.29
C -2.915 -0.462 -3.313 -0.46
N -4.740 5.521 -4.117 -0.60
C 3.463 -0.508 7.453 0.58
H 1.534 1.008 -1.257 0.03
C 7.264 -5.762 10.148 -0.39
H -3.410 5.612 -2.371 0.34
C -6.082 -5.467 -6.389 0.29
H 0.735 1.044 -4.014 0.31
H -3.018 3.738 -0.993 0.30
C 2.537 0.219 2.956 0.46
O 2.475 0.158 7.527 -0.55
O -3.040 6.609 5.108 -0.50
H -7.228 -7.167 -7.093 0.28
C -0.244 2.782 -8.525 0.27
C 0.665 0.484 -0.789 -0.02
C -5.063 -0.582 -1.745 -1.25
C 5.579 -1.133 7.074 -0.30
C 8.748 -0.162 6.517 0.63
C 1.794 1.800 4.343 -0.46
H -3.551 0.259 -3.884 0.02
H -4.618 4.632 -4.611 0.24
C -4.456 5.349 -2.660 -0.56
C -8.777 -0.572 -5.218 -0.38
F -0.990 2.845 -9.653 -0.29
O 6.068 -0.353 -2.159 -0.33
C -1.574 0.325 -2.976 0.08
H 6.199 -0.831 7.918 0.19
C -2.532 5.973 1.856 0.30
H -0.183 1.193 -0.611 0.17
O -0.754 3.363 -5.262 -0.47
C 4.255 0.378 -0.989 0.34
O 7.703 -5.215 8.908 -0.25
H -1.453 1.072 -3.814 0.01
O -6.849 -4.422 -6.957 -0.28
H 2.303 2.742 4.123 0.28
H -3.389 4.022 2.255 0.21
H -1.623 4.023 2.093 0.13
H -5.614 -5.117 -5.465 0.31
O 1.479 0.804 2.319 -0.16
O 8.955 -1.201 7.377 -0.24
C -6.031 3.121 -2.871 0.06
C -0.224 1.391 -7.963 -0.45
H -1.146 0.841 -8.169 0.30
C -5.180 0.976 -1.909 0.47
H -6.846 -7.215 -5.361 0.28
C 0.744 1.461 3.331 0.22
O 4.877 -1.333 -3.804 -0.50
C -4.784 3.865 -2.277 0.43
H 11.410 0.090 7.332 0.28
O -0.121 1.632 -6.561 -0.11
H -2.972 -0.775 -1.153 0.25
C -3.921 3.252 -1.419 -0.63
H 0.924 0.036 0.221 0.05
F -5.124 -5.835 -7.273 -0.28
C 7.118 -5.949 7.923 0.68
C 4.925 -0.639 -2.843 0.51
H -4.001 6.122 -4.496 0.29
H -7.050 -1.666 -6.220 0.57
O 0.469 -1.831 -1.315 -0.59
H 4.006 -0.397 -0.260 0.31
C -3.601 -1.090 -2.032 -0.63
H -5.351 -0.311 -4.693 0.27
H -0.042 0.799 3.702 0.34
F -3.285 5.996 0.727 -0.23
H 10.138 -2.530 6.342 0.30
F 3.610 1.529 -0.670 -0.29
O 2.713 0.723 4.206 -0.28
H 6.411 -5.188 10.517 0.27
H 6.289 0.444 -0.247 0.30
C 10.237 -1.714 7.062 0.32
H -9.554 -1.100 -5.823 0.32
C -2.886 6.113 4.041 0.57
H 11.731 -0.765 5.812 0.28
C 5.727 0.611 -1.165 -0.49
H -5.867 -1.134 -2.287 0.40
H -1.674 0.909 -2.025 -0.04
C -6.450 -0.149 -4.613 -0.01
H 4.424 -2.903 6.507 0.31
H 6.216 -1.292 6.211 0.20
O 3.841 -0.031 -2.279 -0.11
C -9.236 0.398 -4.247 -0.41
C -6.053 1.559 -2.775 0.94
C 10.960 -0.508 6.537 -0.46
C 6.891 -7.164 9.763 0.29
O -3.760 1.286 0.003 -0.63
H 0.621 0.806 -8.323 0.28
O -2.375 4.867 3.842 -0.32
O -8.286 -5.824 -5.936 -0.31
H 7.719 -7.876 9.792 0.28
H 0.746 3.206 -8.715 0.28
H 8.057 -5.730 10.894 0.27
H 1.616 -0.523 -3.914 0.34
F 10.812 -2.175 8.198 -0.29
C -7.379 -0.915 -5.476 -0.81
O 7.686 0.329 6.310 -0.47
O 9.906 0.234 5.925 -0.34
O -3.191 6.723 2.857 -0.30
O -6.942 3.682 -3.421 -0.54
O 3.585 -1.754 7.993 -0.32
O 3.216 -0.632 2.476 -0.51
C -8.117 -4.589 -6.479 0.65
N -0.375 -0.547 -3.025 0.32
C -2.479 4.595 2.446 -0.09
O 6.438 -7.017 8.431 -0.31
C 0.237 -0.713 -1.718 0.11
H -5.255 -0.770 -0.648 0.46
O -8.963 -3.757 -6.526 -0.48
H -1.553 6.415 1.653 0.26
H 1.397 1.846 5.357 0.33
F 5.336 -3.142 8.281 -0.30
H 0.161 -0.326 -5.039 0.26
O 4.605 -0.123 6.816 -0.31
C -7.061 0.763 -3.668 0.00
F 0.187 2.581 2.803 -0.30
N -8.356 1.056 -3.448 -0.43
H -5.199 5.990 -2.106 0.23

4.
14
Properties=species:S:1:pos:R:3:mulliken_charge:R:1 method="wB97M-V/def2-TZVPD" max_force_ev_per_a=0.658 total_energy_ev=-9842.79146 de_lowest_ev=4.488 orbital_gap_ev=10.68 lumo_ev=0.99
C 0.963 -0.120 -0.678 -0.11
H 2.971 0.732 -0.338 0.29
H -1.223 -1.707 0.469 0.27
C -1.411 -1.065 -0.400 -1.11
H 1.292 -0.832 -1.435 0.38
C 1.933 0.767 -0.028 -0.32
H 1.576 1.704 0.397 0.26
C -0.486 0.120 -0.371 0.64
O -1.684 1.150 1.212 -0.41
H -1.131 0.883 1.969 0.33
N -0.642 1.220 0.257 -0.51
O 1.518 -0.421 0.621 -0.41
H -2.462 -0.768 -0.381 0.34
H -1.212 -1.666 -1.294 0.38